# 1
A 2-piece molecular cluster, C4H11N2 overall in a non-equilibrium geometry. Source: the Open Molecules 2025 dataset; level of theory: wB97M-V/def2-TZVPD.

Structure (XYZ):
```
17
Properties=species:S:1:pos:R:3:forces:R:3
C -2.303 -0.122 -0.078 0.2827 -0.4061 -0.3506
C -1.035 0.273 -0.181 -1.5018 -1.2510 -1.3064
C -3.458 0.275 0.805 1.1237 -1.3495 2.5786
C 3.031 0.074 0.075 0.1338 -1.9177 -1.7113
N 3.345 -0.145 -1.214 1.8727 2.0494 3.5552
N 1.966 -0.556 0.563 0.9448 0.0582 -2.5449
H -2.624 -0.793 -0.852 -0.2966 -0.2808 -0.4245
H -0.678 0.917 0.500 1.3786 2.4447 2.5039
H -3.267 0.902 1.774 -0.0866 -1.5658 -1.7036
H -3.989 0.891 0.185 -1.6608 1.8679 -1.5694
H -4.158 -0.615 0.935 1.1036 1.1189 0.3876
H 3.783 0.588 0.661 -0.5192 0.2924 0.3734
H 4.197 0.150 -1.667 -0.0176 0.1617 0.3314
H 2.686 -0.559 -1.745 -2.4227 -1.7605 -2.4450
H 1.497 -0.295 1.380 -0.4590 0.4509 1.5979
H 1.394 -1.114 -0.104 0.4534 0.6365 0.8929
H -0.386 0.129 -1.037 -0.3288 -0.5492 -0.1652
```
Positions in Å, forces in eV/Å.

The calculation puts the energy at -7298.63364 eV. The HOMO energy comes out at -0.47134 Eh. The net charge is +1. The value obtained for the energy above the lowest of the compared OMol25 structures with the same formula, charge and spin is 223.31 kJ/mol. The value obtained for the orbital gap is 8.5 eV.

=====

# 2
A 2-piece molecular cluster, C4H11N2 overall in a non-equilibrium geometry. Source: the Open Molecules 2025 dataset; level of theory: wB97M-V/def2-TZVPD.

Structure (XYZ):
```
17
Properties=species:S:1:pos:R:3:forces:R:3
C 1.312 -1.053 -1.312 -0.0301 -2.3272 -0.8369
C 1.283 0.449 1.448 -0.3560 0.7887 1.5342
C -0.209 0.701 1.334 0.6502 -1.0724 -3.0431
C -0.649 -0.328 -0.392 0.2831 1.5856 4.1592
N 0.364 -0.229 -1.338 -0.8917 1.2028 1.1024
N -1.896 0.272 -0.949 0.7316 -0.4089 -3.6498
H 2.088 -0.777 -1.975 1.1854 -0.1305 -0.5308
H 1.319 -2.152 -0.955 -0.1315 1.9546 0.3463
H 1.761 0.810 0.525 0.2153 -1.0449 0.2017
H 1.391 -0.601 1.863 0.6152 1.1236 -1.1618
H 1.749 1.142 2.214 -0.7225 -0.7699 -0.5007
H -0.488 1.755 1.128 -0.0515 -0.8459 0.1718
H -0.755 0.160 2.095 -0.5277 0.2166 -0.1214
H -0.882 -1.308 -0.012 -0.1283 -0.4900 0.1691
H -2.270 -0.546 -1.499 -0.5894 1.3213 0.6195
H -1.500 0.899 -1.718 -0.6685 -0.5247 1.0229
H -2.618 0.807 -0.455 0.4165 -0.5786 0.5172
```
Positions in Å, forces in eV/Å.

The calculation puts the energy at -7297.06767 eV. The HOMO energy comes out at -0.50998 Eh. The net charge is +1. The value obtained for the energy above the lowest of the compared OMol25 structures with the same formula, charge and spin is 374.40 kJ/mol. The value obtained for the orbital gap is 10.3 eV.

=====

# 3
An isolated ion of composition C4H11N2 and charge +1 in a non-equilibrium geometry. Source: the Open Molecules 2025 dataset; level of theory: wB97M-V/def2-TZVPD.

Structure (XYZ):
```
17
Properties=species:S:1:pos:R:3:forces:R:3
C -0.174 -1.745 0.664 -1.0133 -0.4185 -4.2450
C -0.085 -0.268 0.750 0.1797 1.9075 -2.0744
N 0.032 0.307 1.947 -0.8057 -0.7050 0.7427
N 0.018 0.429 -0.414 -1.2157 -2.2936 2.4464
C 0.266 1.832 -0.536 2.6582 1.0163 -1.0570
C -0.045 -0.377 -1.620 -0.7218 2.9200 -0.6613
H -1.224 -2.211 0.250 2.6086 1.5981 0.4569
H -0.222 -2.055 1.627 0.7839 -1.6714 2.8425
H 0.726 -2.070 -0.028 -1.9092 0.0044 1.8617
H -0.126 -0.328 2.760 0.2394 1.1570 -0.9338
H -0.143 1.305 2.084 0.3307 -0.6160 -0.0150
H -0.010 2.347 0.345 -0.0878 0.5113 1.0647
H 1.428 1.970 -0.711 -2.3125 0.0167 0.3028
H -0.284 2.374 -1.339 0.3060 -1.0126 0.2945
H 0.846 -0.878 -1.746 1.9754 -1.2209 -0.5073
H -0.869 -1.036 -1.659 -0.9371 -0.5590 0.0258
H -0.134 0.404 -2.374 -0.0787 -0.6342 -0.5442
```
Positions in Å, forces in eV/Å.

As for the structure (SMILES): CC(N)=[N+](C)C. The calculation puts the energy at -7299.58252 eV. The HOMO energy comes out at -0.53454 Eh. The net charge is +1. The value obtained for the energy above the lowest of the compared OMol25 structures with the same formula, charge and spin is 131.75 kJ/mol. The value obtained for the orbital gap is 11.2 eV.

=====

# 4
A 2-piece molecular cluster, C4H11N2 overall in a non-equilibrium geometry. Source: the Open Molecules 2025 dataset; level of theory: wB97M-V/def2-TZVPD.

Structure (XYZ):
```
17
Properties=species:S:1:pos:R:3:forces:R:3
C -1.549 -1.791 0.791 1.3675 1.1927 1.6784
C -0.241 -1.138 0.217 0.9995 -1.9696 0.8846
C -0.334 0.185 -0.355 -1.0594 -2.9193 -0.5168
C -0.184 0.422 -1.639 1.5355 3.8824 -4.0008
N 0.032 1.621 -2.356 -0.0341 -2.0313 1.0280
N 1.853 1.695 1.853 -1.9528 -0.2498 -2.5422
H -1.137 -2.821 1.015 -1.4544 0.8184 -0.4198
H -2.413 -1.617 0.138 0.4117 -0.7728 -0.0036
H -1.793 -1.276 1.766 0.1789 -0.7661 -0.8872
H 0.584 -1.293 0.983 -0.7664 0.3830 -0.7313
H 0.116 -1.868 -0.626 -0.1565 1.4703 1.1421
H -0.266 -0.495 -2.365 -0.6568 1.7054 1.5627
H 0.433 2.518 -2.024 -0.4296 -1.2089 0.2158
H 0.049 1.496 -3.358 0.1103 0.1499 0.0855
H 1.119 1.277 1.168 1.8796 0.6813 1.5524
H 1.286 2.104 2.567 -0.1018 0.2128 0.7053
H 2.443 0.980 2.225 0.1287 -0.5785 0.2470
```
Positions in Å, forces in eV/Å.

The calculation puts the energy at -7294.61125 eV. The HOMO energy comes out at -0.50240 Eh. The net charge is +1. The value obtained for the energy above the lowest of the compared OMol25 structures with the same formula, charge and spin is 611.41 kJ/mol. The value obtained for the orbital gap is 5.7 eV.

=====

# 5
An isolated ion of composition C4H11N2 and charge +1 in a non-equilibrium geometry. Source: the Open Molecules 2025 dataset; level of theory: wB97M-V/def2-TZVPD.

Structure (XYZ):
```
17
Properties=species:S:1:pos:R:3:forces:R:3
C 0.648 1.329 0.651 0.5316 0.2494 0.6421
C 0.049 0.341 -0.283 0.1398 1.6540 -2.6952
N 0.012 1.089 -1.655 0.0095 -2.1494 1.6411
C -1.174 -0.378 0.310 -2.5135 2.3045 0.5403
N -0.346 -1.615 0.428 -0.5753 0.7118 1.4296
C 0.770 -1.028 -0.347 2.0512 0.3168 -1.2294
H 0.069 2.290 0.686 0.4355 -1.0721 0.3510
H 1.609 1.541 0.223 0.5499 0.5226 -0.1261
H 0.882 0.836 1.614 -0.5297 0.6756 0.0386
H 0.152 0.426 -2.428 -0.2962 0.3785 0.4013
H -0.893 1.518 -1.768 -0.2041 0.2257 -0.1361
H -1.454 0.013 1.380 0.2808 -0.7703 -2.1745
H -2.132 -0.378 -0.384 2.0636 -0.7046 1.5068
H -0.123 -1.755 1.426 0.0272 -0.3633 -0.6811
H -0.833 -2.370 0.070 -0.7932 -2.4638 -0.8301
H 0.930 -1.412 -1.456 -0.4617 0.3318 2.6249
H 1.688 -1.120 0.308 -0.7153 0.1529 -1.3033
```
Positions in Å, forces in eV/Å.

As for the structure (SMILES): CC1(N)C[NH2+]C1. The calculation puts the energy at -7298.25402 eV. The HOMO energy comes out at -0.51091 Eh. The net charge is +1. The value obtained for the energy above the lowest of the compared OMol25 structures with the same formula, charge and spin is 259.94 kJ/mol. The value obtained for the orbital gap is 10.2 eV.

=====

# 6
A 2-piece molecular cluster, C4H11N2O overall in a non-equilibrium geometry. Source: the Open Molecules 2025 dataset; level of theory: wB97M-V/def2-TZVPD.

Structure (XYZ):
```
18
Properties=species:S:1:pos:R:3:forces:R:3
C -2.361 -0.687 0.296 0.1346 1.4913 -0.2267
N 2.149 -0.953 -1.216 -0.5069 0.8920 -0.4750
C 2.673 0.160 -0.539 0.7988 0.0120 0.9524
O 3.723 -0.364 0.407 -0.1716 0.2342 -0.0505
C -1.414 0.152 0.930 -0.0220 -0.5239 4.8879
C -1.250 0.458 -0.649 -0.2536 -0.0624 -2.7658
N -1.630 1.246 1.750 -0.1695 -0.5295 -0.6165
H -3.377 -0.293 0.304 0.0242 -0.2223 -0.3903
H -2.134 -1.694 -0.028 0.0735 0.0749 -0.1082
H 1.150 -0.940 -1.019 0.0184 -0.5039 0.0549
H 3.251 0.943 -1.072 0.0737 -0.3851 -0.6296
H 1.993 0.791 0.078 -0.2232 -0.5120 0.0073
H -0.552 -0.416 1.310 0.6381 0.1309 -1.2907
H -1.875 0.263 -1.544 -0.1547 -0.3460 0.2719
H -0.280 0.055 -0.927 0.0863 0.0866 0.1026
H -1.295 1.541 -0.618 0.1355 -0.1084 0.4215
H 3.630 -1.299 0.162 -0.0388 0.1214 0.1277
H -2.402 1.037 2.376 -0.4427 0.1504 -0.2727
```
Positions in Å, forces in eV/Å.

The calculation puts the energy at -9348.05099 eV. The HOMO energy comes out at -0.08336 Eh. The net charge is -1. The value obtained for the energy above the lowest of the compared OMol25 structures with the same formula, charge and spin is 621.28 kJ/mol. The value obtained for the orbital gap is 5.1 eV.

=====

> Which formula does entry 5 have?

C4H11N2

=====

Repeat the first record exactly.
A 2-piece molecular cluster, C4H11N2 overall in a non-equilibrium geometry. Source: the Open Molecules 2025 dataset; level of theory: wB97M-V/def2-TZVPD.

Structure (XYZ):
```
17
Properties=species:S:1:pos:R:3:forces:R:3
C -2.303 -0.122 -0.078 0.2827 -0.4061 -0.3506
C -1.035 0.273 -0.181 -1.5018 -1.2510 -1.3064
C -3.458 0.275 0.805 1.1237 -1.3495 2.5786
C 3.031 0.074 0.075 0.1338 -1.9177 -1.7113
N 3.345 -0.145 -1.214 1.8727 2.0494 3.5552
N 1.966 -0.556 0.563 0.9448 0.0582 -2.5449
H -2.624 -0.793 -0.852 -0.2966 -0.2808 -0.4245
H -0.678 0.917 0.500 1.3786 2.4447 2.5039
H -3.267 0.902 1.774 -0.0866 -1.5658 -1.7036
H -3.989 0.891 0.185 -1.6608 1.8679 -1.5694
H -4.158 -0.615 0.935 1.1036 1.1189 0.3876
H 3.783 0.588 0.661 -0.5192 0.2924 0.3734
H 4.197 0.150 -1.667 -0.0176 0.1617 0.3314
H 2.686 -0.559 -1.745 -2.4227 -1.7605 -2.4450
H 1.497 -0.295 1.380 -0.4590 0.4509 1.5979
H 1.394 -1.114 -0.104 0.4534 0.6365 0.8929
H -0.386 0.129 -1.037 -0.3288 -0.5492 -0.1652
```
Positions in Å, forces in eV/Å.

The calculation puts the energy at -7298.63364 eV. The HOMO energy comes out at -0.47134 Eh. The net charge is +1. The value obtained for the energy above the lowest of the compared OMol25 structures with the same formula, charge and spin is 223.31 kJ/mol. The value obtained for the orbital gap is 8.5 eV.